# 1
# C4H10NOS

One molecule with the formula C4H10NOS (the ωB97M-V functional and the def2-TZVPD basis, OMol25).

Values from the calculation:
ΔE to the lowest compared entry with this formula, charge and spin ... 61.5 kJ/mol
Gap between HOMO and LUMO (alpha / beta) ... 5.155 / 8.331 eV
E_HOMO (alpha / beta) ... -4.93 / -8.18 eV
Spin multiplicity ... 2
E_LUMO (alpha / beta) ... 0.228 / 0.149 eV

XYZ file:
```
17
Properties=species:S:1:pos:R:3:mulliken_charge:R:1
S 0.73 0.48 2.45 -0.24
O -0.15 0.66 -2.64 -0.74
N -1.62 -1.09 -1.39 -0.38
C -0.32 0.95 -1.40 -0.41
C 0.32 -1.05 0.15 -0.69
C 1.38 -0.29 0.90 -0.91
C -0.74 -0.12 -0.48 0.05
H 0.84 -1.54 -0.70 0.36
H 1.89 0.46 0.31 0.44
H -0.48 1.97 -1.02 0.34
H -1.67 -1.98 -0.91 0.32
H -1.21 -1.12 -2.33 0.33
H 0.65 1.71 1.93 0.13
H -0.15 -1.84 0.72 0.40
H -1.40 0.23 0.32 0.31
H -2.58 -0.77 -1.41 0.33
H 2.15 -0.99 1.21 0.36
```

# 2
# C9H8

One molecule with the formula C9H8 (the ωB97M-V functional and the def2-TZVPD basis, OMol25).

Values from the calculation:
ΔE to the lowest compared entry with this formula, charge and spin ... 532.0 kJ/mol
Gap between HOMO and LUMO ... 8.818 eV
E_HOMO ... -8.59 eV
Structure (SMILES) ... C#CC#CC#CCCC
E_LUMO ... 0.224 eV

XYZ file:
```
17
Properties=species:S:1:pos:R:3:mulliken_charge:R:1
C 2.46 -1.09 -0.06 -0.87
C -0.11 -0.20 -0.14 0.19
C -3.96 0.20 0.04 -0.65
C 3.60 -0.06 0.49 -0.33
C -2.63 0.05 -0.31 0.46
C 1.13 -0.59 -0.08 0.24
C -1.44 -0.18 -0.34 -0.45
C 3.22 1.36 -0.08 -0.97
C -5.08 0.23 0.37 0.01
H -6.14 0.08 0.66 0.42
H 3.85 -0.04 1.57 0.31
H 2.40 1.90 0.55 0.22
H 2.79 -1.09 -1.08 0.29
H 2.58 -2.13 0.48 0.28
H 4.54 -0.43 -0.02 0.25
H 2.91 1.25 -1.15 0.28
H 4.00 2.17 -0.28 0.32
```

# 3
# C30H52Cl2N5NbO2P2Si4

C30H52Cl2N5NbO2P2Si4 as an isolated structure (the ωB97M-V functional and the def2-TZVPD basis, OMol25).

Values from the calculation:
Gap between HOMO and LUMO (alpha / beta) ... 2.562 / 2.566 eV
E_HOMO (alpha / beta) ... -5.84 / -5.84 eV
E_LUMO (alpha / beta) ... -3.274 / -3.272 eV

XYZ file:
```
98
Properties=species:S:1:pos:R:3:mulliken_charge:R:1
Nb 0.07 -0.19 1.36 -0.93
Cl 0.71 -1.89 -2.24 -0.61
Cl 2.23 1.89 -4.74 -0.78
P 2.48 -0.28 0.54 1.52
P -2.35 -0.35 0.57 1.70
Si -1.39 -2.71 2.35 -0.15
Si 1.63 2.53 1.42 -0.17
Si 1.76 -2.52 2.60 -0.16
Si -1.58 2.57 1.20 0.10
O -1.19 2.68 -4.19 -0.15
O -0.36 0.23 -4.92 0.10
N 0.20 -2.19 1.95 0.65
N 0.02 1.93 1.09 0.63
N -0.80 0.75 5.70 -0.68
N -0.10 0.16 3.41 -0.38
N -0.22 -0.32 7.87 -0.52
C -3.40 -2.89 -2.37 -0.88
C -1.96 3.23 2.93 -1.06
C -1.60 -3.11 4.18 -0.95
C -1.96 1.89 -5.06 -0.49
C 1.72 3.35 3.12 -1.02
C 5.07 -0.36 -3.25 -0.48
C 1.93 -4.38 2.75 -1.01
C 3.59 -1.44 -1.69 -0.81
C 3.37 -0.22 -1.03 1.48
C 4.47 -1.52 -2.76 -0.93
C -1.69 -4.26 1.37 -1.11
C -0.16 3.47 -4.75 -0.63
C -5.39 -1.56 -1.88 -0.76
C -2.99 1.34 0.80 -1.20
C -1.20 0.85 -5.87 -0.62
C -4.63 -0.73 -1.05 -0.74
C 3.07 -1.73 1.48 -1.21
C -2.80 -1.50 1.92 -1.06
C -0.41 0.44 4.53 0.96
C 4.79 0.87 -2.65 -0.72
C 2.19 -1.94 4.35 -1.02
C 0.71 -0.52 -5.41 -0.31
C -1.87 4.04 0.06 -1.07
C -3.25 -0.99 -0.86 0.23
C -2.62 -1.99 -1.62 0.80
C 2.14 3.85 0.19 -1.09
C -4.78 -2.66 -2.50 -0.38
C -0.45 0.14 6.82 0.43
C 3.99 0.94 -1.52 -0.27
C 2.99 1.20 1.44 -1.25
H -3.76 1.29 1.59 0.63
H -3.04 3.22 3.10 0.42
H 1.41 4.67 0.17 0.36
H -2.48 4.82 0.55 0.34
H 0.48 -1.14 -6.29 0.27
H 1.56 0.19 -5.62 0.17
H 1.39 -2.13 5.08 0.32
H 0.49 2.90 -5.44 0.25
H 4.67 -2.50 -3.21 0.37
H -0.81 -3.79 4.52 0.24
H 3.12 4.27 0.47 0.37
H 3.08 -2.49 4.68 0.44
H 2.43 -0.88 4.39 0.28
H -5.38 -3.34 -3.09 0.40
H -0.69 1.34 -6.72 0.34
H 1.14 4.29 3.13 0.30
H 0.99 -1.08 -4.50 -0.22
H -1.60 4.27 3.00 0.32
H -1.49 2.65 3.73 0.18
H -6.45 -1.35 -2.03 0.41
H 3.96 -1.40 2.04 0.67
H -5.09 0.12 -0.54 0.37
H 3.91 1.58 0.97 0.88
H -2.76 -4.52 1.35 0.39
H 3.27 0.94 2.46 0.49
H -1.58 -2.20 4.82 0.27
H -3.51 1.63 -0.14 0.48
H 1.17 -4.76 3.45 0.26
H 2.91 -4.66 3.14 0.40
H 3.88 1.90 -1.00 -0.22
H 5.18 1.80 -3.09 0.35
H 1.34 2.70 3.92 0.24
H -3.66 -2.09 1.54 0.59
H -1.53 -2.04 -1.63 -0.51
H -2.65 1.37 -4.40 0.14
H -2.57 -3.61 4.36 0.40
H -1.33 -4.12 0.33 0.28
H -1.12 -5.09 1.83 0.30
H -2.92 -3.74 -2.84 0.49
H 0.50 3.70 -3.91 0.11
H -3.17 -0.95 2.80 0.63
H 5.77 -0.41 -4.09 0.37
H 2.23 3.43 -0.83 0.33
H -2.53 2.53 -5.74 0.35
H -0.51 4.39 -5.25 0.23
H -2.40 3.73 -0.85 0.33
H -1.93 0.09 -6.21 0.39
H 2.76 3.60 3.35 0.43
H -0.91 4.50 -0.24 0.23
H 3.06 -2.33 -1.36 0.21
H 3.41 -2.49 0.77 0.61
H 1.78 -4.88 1.78 0.30
```

# 4
# C4H10O2

C4H10O2 as an isolated structure (the ωB97M-V functional and the def2-TZVPD basis, OMol25).

Values from the calculation:
ΔE to the lowest compared entry with this formula, charge and spin ... 382.4 kJ/mol
Gap between HOMO and LUMO ... 10.213 eV
E_HOMO ... -9.37 eV
E_LUMO ... 0.848 eV

XYZ file:
```
16
Properties=species:S:1:pos:R:3:mulliken_charge:R:1
O -0.97 0.19 -1.25 -0.54
O 0.57 -0.19 0.35 -0.34
C 0.49 -0.77 -1.76 -0.63
C -0.60 1.93 0.38 -1.25
C -0.75 0.45 0.05 0.52
C 0.60 -1.22 1.33 -0.68
H -0.43 2.08 1.45 0.30
H 1.26 -2.01 0.96 0.23
H -0.38 -1.66 1.57 0.33
H -1.52 2.46 0.11 0.35
H 1.39 -1.24 -1.38 0.28
H 1.02 -0.81 2.25 0.24
H -0.12 -1.59 -2.14 0.29
H 0.22 2.37 -0.18 0.28
H 0.74 0.02 -2.46 0.30
H -1.51 -0.01 0.71 0.30
```

| no. | maximum force (eV/A) |
| --- | --- |
| 1 | 2.05 |
| 2 | 9.39 |
| 3 | 3.50 |
| 4 | 2.98 |